Entry from the Open Molecules 2025 dataset: a structure of composition C24H23ClNO7ReSi2 (wB97M-V/def2-TZVPD).

## Properties
Total charge: -1
Orbital gap (spin up / spin down) in eV: 6.74 / 6.46
2S+1: 2
E_tot in hartree: -2627.47882
Maximum force in eV Å⁻¹: 0.8

Structure (XYZ):
```
59
C24H23ClNO7ReSi2 wB97M-V/def2-TZVPD
Re -0.4322 -0.2622 0.0522
O -4.9087 -4.4575 -0.5040
C -4.0192 -3.4362 -0.3790
C -3.9323 -2.6709 0.7804
C -2.9874 -1.6655 0.8215
N -2.1981 -1.4371 -0.2207
C -2.2847 -2.1444 -1.3412
C -3.1903 -3.1721 -1.4697
C -1.2876 -1.6535 -2.3771
O -1.2011 -2.1395 -3.4791
O -0.6121 -0.6184 -1.9302
C -2.7194 -0.6861 1.9523
O -3.4076 -0.6982 2.9591
O -1.7655 0.1311 1.6674
H -5.4062 -4.5450 0.3164
H -4.5744 -2.8269 1.6388
H -3.2515 -3.7445 -2.3840
Cl 4.8025 -3.9097 4.0154
C 3.5062 -2.9530 3.3425
C 2.9521 -1.9100 4.1061
C 1.9459 -1.1374 3.6020
C 1.4405 -1.3377 2.2836
O 0.5498 -0.5232 1.8596
C 1.9771 -2.4379 1.5524
C 1.4212 -2.8833 0.3082
O 0.4475 -2.4162 -0.2787
C 3.0186 -3.2181 2.0986
H 3.3317 -1.7279 5.1034
H 1.5114 -0.3312 4.1770
H 1.9106 -3.7638 -0.1404
H 3.4216 -4.0398 1.5183
C -2.6149 1.8256 -1.9386
Si -1.3096 1.9410 -0.5655
C -2.1142 2.9225 0.8343
C 0.0487 3.0687 -1.2767
C -0.2234 4.3414 -1.7907
C 0.7851 5.1439 -2.2995
C 2.0970 4.6802 -2.3037
C 2.3788 3.4204 -1.8004
C 1.3699 2.6005 -1.2848
Si 1.6907 0.8649 -0.5809
C 2.6511 -0.0731 -1.9268
C 2.9347 1.1259 0.8324
H -2.9527 2.8236 -2.2348
H -3.4912 1.2631 -1.6015
H -2.2074 1.3259 -2.8187
H -2.4525 3.8923 0.4550
H -1.4071 3.0990 1.6466
H -2.9688 2.3906 1.2535
H -1.2434 4.7162 -1.7926
H 0.5550 6.1275 -2.6939
H 2.8918 5.3012 -2.7018
H 3.4075 3.0697 -1.8097
H 3.4548 0.5363 -2.3514
H 1.9777 -0.3642 -2.7353
H 3.1028 -0.9838 -1.5207
H 3.7859 1.7138 0.4751
H 3.3214 0.1793 1.2169
H 2.4735 1.6640 1.6635
```

=====

Entry from the Open Molecules 2025 dataset: a structure of composition C24H23HgN2PSe2 at a distorted geometry (wB97M-V/def2-TZVPD).

## Properties
Total charge: -1
Orbital gap (spin up / spin down) in eV: 6.69 / 5.38
2S+1: 2
E_tot in hartree: -6335.59358
Maximum force in eV Å⁻¹: 1.8

Structure (XYZ):
```
53
C24H23HgN2PSe2 wB97M-V/def2-TZVPD
Hg 0.9826 0.2784 -0.3341
Se 0.1968 -0.1250 3.7674
P 1.7980 -0.0213 2.3295
Se 2.6684 -0.5475 -1.8554
C 2.9298 -1.4145 2.7564
C 3.2912 -1.6359 4.0828
C 4.1076 -2.7041 4.4135
C 4.5734 -3.5602 3.4212
C 4.2327 -3.3314 2.0982
C 3.4069 -2.2636 1.7649
C 2.8846 1.3892 2.7773
C 4.2117 1.3847 2.3461
C 5.0462 2.4515 2.6384
C 4.5602 3.5426 3.3467
C 3.2367 3.5612 3.7593
C 2.4014 2.4898 3.4731
H 2.9165 -0.9737 4.8539
H 4.3714 -2.8780 5.4501
H 5.1939 -4.4088 3.6840
H 4.5991 -3.9901 1.3199
H 3.1387 -2.0852 0.7284
H 4.5874 0.5402 1.7802
H 6.0764 2.4316 2.3033
H 5.2127 4.3790 3.5672
H 2.8486 4.4123 4.3060
H 1.3705 2.4911 3.8070
N -0.2667 -2.7590 1.1847
C -0.9414 -2.7719 0.0066
C -1.7621 -3.8640 -0.3415
C -2.3660 -3.8735 -1.5747
C -2.1609 -2.8059 -2.4459
C -1.3550 -1.7724 -2.0159
N -0.7640 -1.7387 -0.8250
H -0.5730 -3.3641 1.9251
H 0.1161 -1.8762 1.4884
H -1.8966 -4.6762 0.3613
H -2.9947 -4.7054 -1.8681
H -2.6108 -2.7825 -3.4285
H -1.1598 -0.9201 -2.6592
C -0.7464 1.8046 -0.5156
C -1.8801 1.4430 0.3399
C -2.9520 0.6836 -0.1547
C -4.0369 0.3626 0.6419
C -4.0937 0.7901 1.9615
C -3.0458 1.5472 2.4673
C -1.9587 1.8633 1.6742
H -0.2697 2.7415 -0.2389
H -0.9773 1.7645 -1.5774
H -2.9271 0.3485 -1.1857
H -4.8504 -0.2231 0.2275
H -4.9409 0.5344 2.5860
H -3.0709 1.8844 3.4965
H -1.1426 2.4416 2.0902
```

=====

Entry from the Open Molecules 2025 dataset: a structure of composition C24H23KN6O7S at a distorted geometry (wB97M-V/def2-TZVPD).

## Properties
Total charge: -2
Orbital gap in eV: 6.76
E_tot in hartree: -2781.84861
Maximum force in eV Å⁻¹: 1.8

Structure (XYZ):
```
62
C24H23KN6O7S wB97M-V/def2-TZVPD
K 0.2890 -0.4812 0.4173
C -2.0985 3.5601 -3.9643
C -3.1618 2.6003 -3.5804
N -4.4371 2.7116 -3.7803
N -4.9331 1.5558 -3.2319
C -4.0073 0.7472 -2.6735
S -4.2442 -0.7299 -1.9260
N -2.8682 1.4378 -2.9068
N -1.5589 1.0551 -2.6285
H -2.5111 4.3406 -4.5993
H -1.3008 3.0204 -4.4790
H -1.6517 3.9879 -3.0624
H -5.9178 1.3846 -3.2003
H -1.5555 0.1804 -2.1184
H -1.1327 1.7903 -2.0491
O 2.6418 -2.0845 -2.9022
C 2.1395 -1.4660 -1.9411
O 0.9378 -1.3383 -1.6034
C 3.1717 -0.8034 -0.9909
C 4.4498 -1.3593 -0.9088
C 5.3568 -0.8316 -0.0072
C 4.9789 0.2589 0.7690
C 3.7008 0.7651 0.6034
N 2.8103 0.2465 -0.2454
H 4.6862 -2.1869 -1.5642
H 6.3475 -1.2610 0.0937
H 5.6558 0.7014 1.4883
H 3.3678 1.6302 1.1719
O 0.4984 3.9193 0.6437
C 0.2119 3.5578 -0.5129
O -0.9206 3.3735 -1.0399
C 1.4115 3.2862 -1.4326
C 2.5316 4.1149 -1.3563
C 3.5976 3.8831 -2.2092
C 3.5325 2.8089 -3.0900
C 2.3884 2.0264 -3.0802
N 1.3434 2.2645 -2.2880
H 2.5428 4.9087 -0.6191
H 4.4757 4.5189 -2.1812
H 4.3534 2.5762 -3.7569
H 2.3081 1.1516 -3.7235
C -5.6161 -3.1428 3.3694
O -4.5834 -3.7592 4.1113
C -3.3154 -3.3480 3.8151
C -2.2899 -4.0279 4.5157
C -0.9918 -3.6576 4.2895
C -0.6171 -2.6334 3.3888
C 0.7663 -2.2148 3.2244
C 1.8965 -2.9983 3.8924
O 1.1224 -1.2510 2.5458
C -1.6658 -1.9718 2.6198
O -1.4462 -1.1168 1.7338
C -3.0298 -2.3615 2.9193
H -6.5451 -3.6248 3.6709
H -5.4708 -3.2717 2.2939
H -5.6800 -2.0719 3.5813
H -2.5473 -4.8164 5.2124
H -0.2282 -4.1830 4.8458
H 1.6050 -3.6104 4.7427
H 2.6569 -2.2826 4.2023
H 2.3419 -3.6456 3.1312
H -3.7919 -1.8328 2.3602
```

=====

Entry from the Open Molecules 2025 dataset: an isolated molecule of C24H23N3O4 (wB97M-V/def2-TZVPD).

## Properties
SMILES: CCOc1ccc(CNC(=O)CN2C(=O)[C@H](c3ccccc3)Oc3cccnc32)cc1
Total charge: 0
Orbital gap in eV: 8.96
E_tot in hartree: -1393.63360
Maximum force in eV Å⁻¹: 0.7

Structure (XYZ):
```
54
C24H23N3O4 wB97M-V/def2-TZVPD
C -0.1801 -1.5711 -4.7837
C -0.2094 -0.4360 -3.7723
O 1.0498 -0.4019 -3.1306
C 1.2389 0.4631 -2.0982
C 2.4588 0.3547 -1.4287
C 2.7387 1.1644 -0.3492
C 1.8202 2.1140 0.0808
C 2.0476 2.9284 1.3296
N 1.2019 2.3877 2.3809
C -0.0540 2.8425 2.5662
O -0.4545 3.9248 2.2002
C -0.9581 1.8108 3.2593
N -1.2202 0.7302 2.3157
C -0.3734 -0.3259 2.2387
O 0.6410 -0.4000 2.9048
C -0.8436 -1.4534 1.3062
C 0.2941 -2.3974 1.0079
C 0.7962 -3.1943 2.0287
C 1.8654 -4.0369 1.7860
C 2.4332 -4.0968 0.5241
C 1.9265 -3.3108 -0.4954
C 0.8623 -2.4601 -0.2542
O -1.3992 -0.9627 0.0986
C -2.2744 0.0645 0.2521
C -3.2165 0.3376 -0.7273
C -4.1006 1.3890 -0.5299
C -4.0166 2.1138 0.6461
N -3.1047 1.8766 1.5740
C -2.2425 0.8987 1.3802
C 0.6124 2.2252 -0.5943
C 0.3152 1.4123 -1.6733
H 0.6185 -1.4058 -5.5015
H -1.1288 -1.6231 -5.3103
H -0.0004 -2.5153 -4.2765
H -1.0026 -0.6080 -3.0310
H -0.4027 0.5202 -4.2788
H 3.1652 -0.3863 -1.7671
H 3.6807 1.0557 0.1682
H 1.7497 3.9688 1.1808
H 3.0904 2.8834 1.6494
H 1.4107 1.4389 2.6712
H -1.9125 2.2729 3.5098
H -0.4703 1.3862 4.1381
H -1.6306 -1.9972 1.8655
H 0.3555 -3.1472 3.0131
H 2.2556 -4.6496 2.5850
H 3.2676 -4.7567 0.3375
H 2.3602 -3.3521 -1.4834
H 0.4669 -1.8476 -1.0461
H -3.2454 -0.2708 -1.6181
H -4.8419 1.6286 -1.2750
H -4.6906 2.9293 0.8631
H -0.1136 2.9560 -0.2678
H -0.6359 1.5287 -2.1692
```

=====

Entry from the Open Molecules 2025 dataset: an isolated molecule of C24H23NO6S (wB97M-V/def2-TZVPD).

## Properties
SMILES: COc1cc(/C=C/C(=O)c2ccc(NS(=O)(=O)c3ccc(C)cc3)cc2)cc(OC)c1O
Total charge: 0
Orbital gap in eV: 7.92
E_tot in hartree: -1832.69959
Maximum force in eV Å⁻¹: 1.0

Structure (XYZ):
```
55
C24H23NO6S wB97M-V/def2-TZVPD
C -6.5821 -2.2093 0.3939
O -6.4223 -0.8370 0.1293
C -5.1652 -0.3502 -0.0273
C -4.0015 -1.0956 0.0660
C -2.7485 -0.5043 -0.1108
C -1.5123 -1.2522 -0.0321
C -1.3749 -2.5810 0.0993
C -0.0802 -3.2622 0.2270
O 0.0150 -4.3445 0.7765
C 1.1077 -2.5442 -0.3058
C 2.2928 -2.5577 0.4275
C 3.3857 -1.8281 0.0115
C 3.3171 -1.0830 -1.1645
N 4.3870 -0.2604 -1.5028
S 4.9477 0.7920 -0.2964
O 5.7993 0.0800 0.6016
O 5.4719 1.9174 -1.0091
C 3.4209 1.2159 0.5367
C 2.4824 1.9706 -0.1387
C 1.2565 2.2150 0.4545
C 0.9600 1.7005 1.7139
C -0.3774 1.9378 2.3431
C 1.9266 0.9500 2.3762
C 3.1569 0.7067 1.7921
C 2.1670 -1.1405 -1.9485
C 1.0712 -1.8616 -1.5193
C -2.6722 0.8652 -0.3831
C -3.8248 1.6203 -0.4830
O -3.8785 2.9700 -0.7529
C -2.6683 3.6540 -0.9565
C -5.0802 1.0243 -0.3055
O -6.2124 1.7592 -0.3988
H -6.1078 -2.4962 1.3380
H -6.1817 -2.8254 -0.4178
H -7.6564 -2.3680 0.4690
H -4.0551 -2.1473 0.2864
H -0.6141 -0.6473 -0.0879
H -2.2305 -3.2311 0.2130
H 2.3308 -3.1316 1.3408
H 4.3002 -1.8101 0.5814
H 4.2986 0.2194 -2.3865
H 2.7263 2.3711 -1.1104
H 0.5240 2.8164 -0.0649
H -1.0827 1.1689 2.0253
H -0.7790 2.9059 2.0527
H -0.3065 1.8987 3.4267
H 1.7111 0.5522 3.3563
H 3.9200 0.1351 2.2946
H 2.1328 -0.6042 -2.8864
H 0.1814 -1.8986 -2.1303
H -1.7022 1.3130 -0.5283
H -2.9448 4.6855 -1.1693
H -2.0399 3.6255 -0.0608
H -2.1147 3.2444 -1.8070
H -5.9592 2.6721 -0.5963
```

=====

Entry from the Open Molecules 2025 dataset: an isolated molecule of C24H23NO8 at a distorted geometry (wB97M-V/def2-TZVPD).

## Properties
SMILES: COc1ccc(OC)c(/C=C2\Oc3cc(OCC(=O)N4CCC[C@H]4C(=O)O)ccc3C2=O)c1
Total charge: 0
Orbital gap in eV: 7.42
E_tot in hartree: -1585.03066
Maximum force in eV Å⁻¹: 1.2

Structure (XYZ):
```
56
C24H23NO8 wB97M-V/def2-TZVPD
C -7.4286 -0.3770 -2.6287
O -7.1100 -1.3341 -1.6484
C -6.0515 -1.0883 -0.8237
C -5.7853 -2.0633 0.1388
C -4.7554 -1.9005 1.0408
C -3.9379 -0.7730 1.0017
O -2.9707 -0.5033 1.9112
C -2.6537 -1.4704 2.8806
C -4.1625 0.1924 0.0000
C -3.3300 1.3614 -0.1706
C -2.0123 1.5105 0.0582
O -1.1521 0.5357 0.4939
C 0.0765 1.0931 0.5966
C 1.2134 0.4293 1.0216
C 2.3940 1.1646 1.0615
O 3.5966 0.6573 1.4462
C 3.6451 -0.6498 1.9758
C 3.4334 -1.7710 0.9501
O 2.6499 -2.6781 1.1607
N 4.1837 -1.7123 -0.1600
C 4.0588 -2.7459 -1.1794
C 4.9356 -2.2557 -2.3267
C 5.9849 -1.4010 -1.6190
C 5.1694 -0.7172 -0.5098
C 4.5529 0.5682 -1.0604
O 5.1225 1.6227 -1.0875
O 3.3376 0.3736 -1.5732
C 2.4247 2.5155 0.6756
C 1.2842 3.1573 0.2498
C 0.0933 2.4404 0.2127
C -1.2726 2.7808 -0.1726
O -1.7368 3.8241 -0.5908
C -5.2417 0.0329 -0.8757
H -8.2969 -0.7718 -3.1540
H -6.6075 -0.2405 -3.3401
H -7.6855 0.5882 -2.1803
H -6.4122 -2.9398 0.1719
H -4.5948 -2.6650 1.7838
H -3.4963 -1.6595 3.5545
H -2.3330 -2.4106 2.4218
H -1.8263 -1.0505 3.4506
H -3.8051 2.2370 -0.5963
H 1.1592 -0.6120 1.2895
H 2.9049 -0.7814 2.7735
H 4.6465 -0.7471 2.4086
H 3.0100 -2.8666 -1.4563
H 4.4137 -3.6964 -0.7675
H 5.3776 -3.0773 -2.8854
H 4.3499 -1.6415 -3.0100
H 6.4672 -0.6783 -2.2741
H 6.7504 -2.0332 -1.1680
H 5.7939 -0.4355 0.3428
H 2.9685 1.2072 -1.9062
H 3.3737 3.0257 0.7192
H 1.3015 4.1940 -0.0468
H -5.4020 0.8015 -1.6153
```

=====

Entry from the Open Molecules 2025 dataset: a structure of composition C24H23OSeW at a distorted geometry (wB97M-V/def2-TZVPD).

## Properties
Total charge: +1
Orbital gap (spin up / spin down) in eV: 6.66 / 6.53
2S+1: 3
E_tot in hartree: -3471.68290
Maximum force in eV Å⁻¹: 6.5

Structure (XYZ):
```
50
C24H23OSeW wB97M-V/def2-TZVPD
C 0.8283 -2.0741 2.2149
C -0.5104 -2.3199 1.7296
C -0.4208 -2.6420 0.3270
H -1.3937 -2.3765 2.3664
C 0.9792 -2.5693 -0.0550
C 1.7478 -2.2282 1.1186
H 2.8350 -2.2080 1.1832
H 1.0789 -1.9646 3.2708
H -1.2375 -2.9724 -0.3087
H 1.3856 -2.8417 -1.0233
C -0.6126 1.5912 0.8389
C -0.3343 1.0142 2.1276
C 1.0907 0.8117 2.2297
H -1.0429 0.8510 2.9407
C 1.6883 1.2316 0.9879
C 0.6324 1.7120 0.1306
H 0.7702 2.1187 -0.8660
H -1.5871 1.9130 0.4801
H 1.6135 0.5319 3.1431
H 2.7550 1.2517 0.7759
W 0.3161 -0.6770 0.6436
O 0.1398 -0.7586 -2.9587
C -1.0197 -1.3629 -3.5208
C 0.2513 -1.5081 -4.3154
H -1.3537 -2.2568 -2.9850
H -1.7608 -0.6832 -3.9599
H 0.7680 -2.4727 -4.2505
H 1.2628 -2.4626 -6.6423
C 0.9714 -1.4150 -6.7227
C 0.4658 -0.7608 -5.5648
C 0.0649 0.5824 -5.6887
H -0.3388 1.1053 -4.8202
C 0.2074 1.2602 -6.9039
H -0.0807 2.3152 -6.9752
C 0.7106 0.6063 -8.0413
H 0.8055 1.1396 -8.9964
C 1.0830 -0.7486 -7.9411
H 1.4575 -1.2729 -8.8279
Se -1.0796 -1.2627 5.2321
C -1.0955 0.5089 5.6337
C -2.3335 1.2068 5.6753
C -2.4279 2.4061 6.3655
C -1.2797 2.9966 6.9274
C -0.0244 2.3919 6.7314
C 0.0803 1.1854 6.0489
H -3.2120 0.7302 5.2480
H -3.3989 2.8919 6.4665
H -1.3620 3.9209 7.5030
H 0.8792 2.8720 7.1150
H 1.0377 0.6920 5.9122
```

=====

Entry from the Open Molecules 2025 dataset: a structure of composition C24H24As2CsF6N6O7S2 at a distorted geometry (wB97M-V/def2-TZVPD).

## Properties
Total charge: -2
Orbital gap (spin up / spin down) in eV: 7.05 / 6.93
2S+1: 2
E_tot in hartree: -7671.65213
Maximum force in eV Å⁻¹: 3.1

Structure (XYZ):
```
72
C24H24As2CsF6N6O7S2 wB97M-V/def2-TZVPD
Cs -0.7816 -0.5684 -2.7821
N 3.7260 -0.7292 -0.5836
C 2.5790 -1.4629 -0.7026
N 1.8523 -1.8551 0.2704
C 2.1612 -1.4178 1.5531
N 1.3117 -1.5597 2.4974
N 0.0885 -1.9991 2.2929
C -0.2511 -3.2172 2.3705
C -1.6447 -3.6317 2.1743
C -1.9942 -4.9598 2.4294
C -3.2934 -5.3740 2.1996
C -4.2041 -4.4590 1.6980
C -3.7746 -3.1551 1.4843
N -2.5397 -2.7390 1.7342
C 3.4571 -0.7770 1.7976
C 3.9496 -0.5056 3.0677
C 5.1417 0.1793 3.2296
C 5.8566 0.5885 2.1090
C 5.3899 0.3117 0.8372
C 4.1871 -0.3723 0.6707
H 4.0182 -0.1925 -1.3836
H 2.3419 -1.7991 -1.7059
H 0.4791 -4.0127 2.5463
H -1.2480 -5.6473 2.8075
H -3.5831 -6.3968 2.4074
H -5.2221 -4.7483 1.4741
H -4.4431 -2.4006 1.0830
H 3.3700 -0.8353 3.9198
H 5.5117 0.4035 4.2224
H 6.7871 1.1301 2.2305
H 5.9451 0.6245 -0.0395
O -1.7157 3.9273 -4.0312
S -0.7298 2.9307 -3.6387
O 0.2869 2.6808 -4.6448
O -1.3220 1.7197 -3.0845
C 0.2177 3.7597 -2.3354
C 0.3798 5.1260 -2.5449
C 1.2216 5.8782 -1.7461
C 1.9150 5.2643 -0.7120
C 1.7483 3.9082 -0.4891
C 0.9019 3.1473 -1.2917
S 0.9427 1.3705 -0.9745
O 1.7636 1.2790 0.2270
O 1.5859 0.7836 -2.1434
O -0.3938 0.8312 -0.7615
H -0.1804 5.5649 -3.3598
H 1.3449 6.9385 -1.9334
H 2.5955 5.8319 -0.0889
H 2.2779 3.4015 0.3051
O -4.5535 -0.3251 -2.7426
C -4.2988 0.0347 -1.6379
N -4.2104 0.3862 -0.4899
F -0.2254 -3.0719 -2.2566
As -0.2961 -3.9182 -3.7702
F -2.0112 -4.1400 -3.6032
F -0.5450 -2.4351 -4.6572
F -0.3459 -4.8130 -5.2826
F 1.4342 -3.7757 -3.9666
F -0.0414 -5.4460 -2.9428
C -3.9377 1.4515 2.1440
As -2.5247 1.0834 0.7988
C -2.5461 2.7979 -0.0957
C -1.1010 1.3364 2.1791
H -3.7747 2.4414 2.5748
H -3.8691 0.7110 2.9426
H -4.9237 1.4112 1.6872
H -1.8254 3.4697 0.3738
H -3.5445 3.2298 -0.0639
H -2.2569 2.6504 -1.1324
H -1.2838 2.3187 2.6220
H -0.1129 1.2829 1.7347
H -1.2205 0.5545 2.9228
```